No. 1
The following is a quantum chemistry calculation of an isolated molecule of C26H32N2O2, from the OMol25 dataset.

Properties
HOMO = -7.57 eV
LUMO = -0.001 Eh
Orbital gap = 0.2773 Eh
SMILES string = CCCCN(C)C[C@@H](O)Cn1cc(/C=C/C(=O)c2ccc(C)cc2)c2ccccc21
DFT total energy = -1269.9248 Eh

The geometry in ORCA input format:
```
! RIJCOSX wB97M-V def2-TZVPD def2/J DEFGRID3
* xyz 0 1
C -6.68168 0.34316 3.75500
C -5.78835 0.72694 2.58149
C -4.73140 -0.33723 2.30070
C -3.83587 0.06780 1.12167
N -2.82021 -0.88920 0.72416
C -1.80958 -1.10607 1.73651
H -2.15692 -1.73616 2.56850
H -0.93928 -1.58321 1.28768
H -1.49378 -0.14208 2.12954
C -3.35519 -2.11818 0.17881
H -4.28521 -1.89832 -0.34888
C -2.40431 -2.78938 -0.82372
O -3.02132 -3.99928 -1.20179
H -2.44009 -4.48638 -1.79640
C -2.14445 -1.91232 -2.07044
N -1.50549 -0.67029 -1.75276
C -0.23671 -0.55842 -1.28909
C 0.04867 0.74591 -0.94000
C 1.26347 1.27952 -0.41799
C 2.41373 0.60900 -0.20881
C 3.57907 1.28783 0.35007
O 3.53649 2.43160 0.77876
C 4.84412 0.50347 0.40155
C 5.18130 -0.44350 -0.56037
C 6.38382 -1.12144 -0.48135
C 7.27301 -0.88285 0.55867
C 6.93705 0.07130 1.51449
C 5.74627 0.76208 1.43193
H 5.48868 1.51210 2.16504
H 7.62302 0.27428 2.32478
C 8.57630 -1.61562 0.64983
H 9.40576 -0.92611 0.49338
H 8.69653 -2.05936 1.63700
H 8.63664 -2.40238 -0.09804
H 6.63737 -1.84705 -1.24191
H 4.51961 -0.63160 -1.39343
H 2.49892 -0.44418 -0.42672
H 1.26001 2.33423 -0.17219
C -1.15194 1.48866 -1.21056
C -1.49682 2.83055 -1.07792
C -2.76210 3.22595 -1.45314
C -3.68360 2.31100 -1.96470
C -3.36697 0.97598 -2.10428
C -2.09792 0.56795 -1.71548
H -4.08984 0.28048 -2.50469
H -4.66391 2.65809 -2.25645
H -3.05092 4.26216 -1.35728
H -0.78673 3.54572 -0.69141
H 0.40306 -1.41983 -1.24515
H -3.09849 -1.70999 -2.56030
H -1.51224 -2.47758 -2.76901
H -1.44190 -2.99520 -0.33154
H -3.57906 -2.86978 0.95404
H -4.46286 0.26198 0.24709
H -3.31847 1.00115 1.36180
H -5.22476 -1.28527 2.07436
H -4.12035 -0.47984 3.19405
H -6.40197 0.86946 1.68891
H -5.29327 1.67674 2.79560
H -7.19479 -0.59479 3.55334
H -7.42976 1.11172 3.93446
H -6.09098 0.22157 4.66039
*
```

Mulliken population analysis, charges in e, atoms 1 to 4:
1 C -1.3509
2 C -0.2858
3 C -0.4038
4 C -1.3960

---

No. 2
The following is a quantum chemistry calculation of an isolated molecule of C26H32N4O5S, from the OMol25 dataset.

Properties
HOMO = -7.98 eV
LUMO = -0.011 Eh
Orbital gap = 0.2820 Eh
SMILES string = COc1ccc(-c2nnc(SCC(=O)NCCC(C)C)nc2-c2ccc(OC)c(OC)c2)cc1OC
DFT total energy = -2003.3145 Eh

The geometry in ORCA input format:
```
! RIJCOSX wB97M-V def2-TZVPD def2/J DEFGRID3
* xyz 0 1
C -2.11184 5.18018 -0.34391
H -2.99675 4.76386 0.14795
O -0.92988 4.57836 0.12336
C -0.78436 3.23662 -0.02528
C -1.68376 2.39829 -0.66372
C -1.42664 1.04154 -0.78260
C -0.26062 0.50195 -0.26063
C 0.63927 1.33415 0.41586
C 0.40027 2.68829 0.52623
O 1.23285 3.57889 1.12840
C 2.45210 3.10672 1.64667
H 3.06762 2.63835 0.87046
H 2.29560 2.39287 2.46182
H 2.96460 3.98582 2.03338
H 1.52252 0.89812 0.85363
C 0.02563 -0.92038 -0.39749
N -0.99951 -1.75077 -0.42295
N -0.85337 -3.04120 -0.34156
C 0.37276 -3.49545 -0.08394
N 1.46933 -2.77183 -0.26845
C 1.33542 -1.48447 -0.52894
C 2.50688 -0.75004 -0.97722
C 3.77622 -1.16862 -0.58710
C 4.87887 -0.44253 -0.97466
C 4.77116 0.70990 -1.75521
C 3.48690 1.12571 -2.17051
C 2.38529 0.38065 -1.78701
H 1.40543 0.66668 -2.13104
O 3.38074 2.26160 -2.93229
C 2.09857 2.75681 -3.23269
H 2.26993 3.69476 -3.75892
H 1.51615 2.94941 -2.32554
H 1.54304 2.07550 -3.88497
O 5.95841 1.30596 -2.02203
C 6.05628 2.44746 -2.84573
H 7.12384 2.65764 -2.90854
H 5.54117 3.30611 -2.41074
H 5.66221 2.25836 -3.84577
H 5.87138 -0.74121 -0.67721
H 3.87656 -2.05026 0.02453
S 0.60476 -5.13452 0.44058
C -1.10952 -5.76907 0.46840
C -1.84160 -5.33055 1.73631
O -1.77715 -5.96593 2.76757
N -2.56412 -4.20971 1.57951
H -2.46395 -3.68173 0.72090
C -3.22980 -3.56275 2.69088
C -2.99239 -2.05035 2.69583
C -4.07324 -1.24112 1.96854
C -3.73475 0.24638 2.05256
H -4.51648 0.84254 1.58732
H -2.79796 0.44897 1.53719
H -3.63469 0.56294 3.08854
C -4.22254 -1.65750 0.50763
H -3.26924 -1.56532 -0.00703
H -4.94657 -1.01456 0.01083
H -4.57558 -2.68229 0.42559
H -5.02788 -1.41023 2.48128
H -2.94835 -1.70671 3.73112
H -2.02205 -1.84047 2.24065
H -4.30488 -3.77409 2.65097
H -2.83232 -4.02520 3.59884
H -1.60622 -5.43567 -0.43963
H -0.99543 -6.85199 0.47872
H -2.12509 0.40032 -1.29546
H -2.59488 2.79332 -1.08268
H -2.02221 6.23532 -0.09141
H -2.21615 5.07617 -1.42922
*
```

Mulliken population analysis, charges in e, atoms 1 to 4:
1 C -0.9482
2 H 0.3592
3 O -0.4542
4 C 1.0528

---

No. 3
The following is a quantum chemistry calculation of a structure of composition C26H32NO5SSc, from the OMol25 dataset.

Properties
HOMO = -7.88 eV
LUMO = 0.014 Eh
Orbital gap = 0.3031 Eh
DFT total energy = -2599.8186 Eh

The geometry in ORCA input format:
```
! RIJCOSX wB97M-V def2-TZVPD def2/J DEFGRID3
* xyz 0 1
O 2.35360 -3.93039 -0.55776
C 1.72214 -4.98345 0.28824
C 2.51842 -6.12997 -0.32740
H 0.63450 -5.05236 0.09539
H 1.90048 -4.78334 1.35909
C 3.10532 -5.00011 -1.20259
H 1.89266 -6.85143 -0.87007
H 3.21695 -6.59131 0.37854
C 2.74784 -5.11007 -2.67674
H 1.66831 -5.24363 -2.82600
H 3.28912 -5.95575 -3.12071
H 3.04675 -4.19426 -3.19426
C 4.58587 -4.78117 -0.99922
H 4.79978 -4.61041 0.06143
H 4.90139 -3.89294 -1.55256
H 5.13651 -5.65646 -1.36057
Sc 0.37736 1.58933 0.03554
C 1.64876 3.14217 1.48285
C 0.57744 2.69689 2.31432
C 0.70297 1.28778 2.49492
H -0.14520 3.32192 2.84300
C 1.90277 0.86568 1.82218
C 2.47356 2.01366 1.17374
H 3.39053 2.01589 0.57700
H 1.84208 4.17054 1.19695
H 0.05728 0.66578 3.11730
H 2.33342 -0.13780 1.86447
C 0.25851 3.41264 -1.77002
C 1.58199 2.89111 -1.68286
C 1.54771 1.50735 -2.06669
H 2.47553 3.47437 -1.47506
C 0.17860 1.18527 -2.38982
C -0.61460 2.34870 -2.15522
H -1.68368 2.42120 -2.36524
H -0.02552 4.45520 -1.65144
H 2.41291 0.83809 -2.17169
H -0.19560 0.24804 -2.80342
O -0.66602 -0.28750 0.25873
C 0.43828 -1.08097 -0.23028
C 0.28822 -2.42444 0.44948
H 1.43710 -0.64972 0.00228
H 0.35012 -1.20769 -1.31825
C -1.17264 -2.57595 0.85186
H 0.95891 -2.46658 1.32084
H 0.58938 -3.15959 -0.28648
C -1.70856 -1.18010 0.91289
H -1.30894 -3.12268 1.78751
H -1.72306 -3.10579 0.07044
H -1.84906 -0.80679 1.93146
H -2.61147 -1.05415 0.30556
O -0.73119 4.80621 0.63086
C -1.67324 3.99816 0.62980
N -1.49447 2.62539 0.53406
S -2.91587 1.74224 0.55951
O -3.03603 1.00813 -0.68269
O -3.06641 1.03490 1.80966
C -3.89838 3.18973 0.62866
C -5.28404 3.21517 0.77345
C -5.91700 4.46192 0.91822
C -5.14295 5.63686 0.94990
C -3.74971 5.56525 0.85891
C -3.11353 4.32599 0.70564
H -5.85161 2.29178 0.77258
H -6.99683 4.51752 1.00731
H -5.64372 6.60266 1.04927
H -3.12372 6.45329 0.91318
*
```

Mulliken population analysis, charges in e, atoms 1 to 4:
1 O -0.4086
2 C -0.4172
3 C -0.8144
4 H 0.2868

---

No. 4
The following is a quantum chemistry calculation of a structure of composition C26H32NO5SV, from the OMol25 dataset.

Properties
HOMO (alpha / beta) = -11.56 / -11.56 eV
LUMO (alpha / beta) = -0.193 / -0.172 Eh
Orbital gap (alpha / beta) = 0.2313 / 0.2525 Eh
Expectation value of S² = 0.804
DFT total energy = -2782.7392 Eh

The geometry in ORCA input format:
```
! RIJCOSX wB97M-V def2-TZVPD def2/J DEFGRID3
* xyz 1 2
O 3.47209 -2.04555 0.53945
C 3.09058 -3.40918 0.90701
C 4.46905 -4.02546 0.77780
H 2.40648 -3.82031 0.16624
H 2.66180 -3.43744 1.91383
C 4.81155 -2.59960 0.27826
H 4.53480 -4.84620 0.05456
H 4.94223 -4.26621 1.73591
C 5.22504 -2.59075 -1.18512
H 4.46999 -3.06604 -1.82944
H 6.16315 -3.16660 -1.28636
H 5.44300 -1.55482 -1.50213
C 5.87783 -1.95742 1.13573
H 5.54889 -1.94479 2.18247
H 6.06790 -0.93819 0.77117
H 6.80200 -2.55589 1.04904
V -0.45822 2.06189 0.27673
C -0.76794 3.60389 1.67051
C -1.69828 2.59987 2.12053
C -0.97122 1.46431 2.59392
H -2.78062 2.71336 2.17591
C 0.41811 1.69790 2.37136
C 0.55428 3.03806 1.86046
H 1.49777 3.54847 1.69179
H -0.99259 4.60195 1.27755
H -1.42185 0.60720 3.10185
H 1.23651 1.02496 2.64781
C -0.42217 3.41497 -1.62220
C 0.79631 3.43018 -0.87014
C 1.40007 2.11679 -0.97959
H 1.25052 4.30441 -0.41436
C 0.61201 1.35874 -1.90989
C -0.51965 2.13895 -2.27530
H -1.24203 1.89117 -3.04327
H -1.06581 4.27410 -1.76272
H 2.37492 1.83830 -0.58610
H 0.93134 0.42858 -2.39227
O 1.04928 -2.55368 -0.97761
C 0.95232 -1.30637 -0.15927
C 0.49574 -1.69182 1.25218
H 0.13665 -0.66752 -0.58680
H 1.89070 -0.75080 -0.18222
C -0.23029 -3.06254 0.99238
H -0.18331 -0.95307 1.70551
H 1.34884 -1.78488 1.93443
C -0.15918 -3.24264 -0.53477
H -1.25665 -2.97212 1.36282
H 0.31703 -3.88535 1.48032
H -1.06587 -2.76856 -0.98132
H -0.06494 -4.28258 -0.88354
O -2.93147 3.99864 -0.47067
C -3.26518 2.79840 -0.45804
N -2.38618 1.74504 -0.15172
S -2.97798 0.18505 -0.52433
O -2.24951 -0.31134 -1.67838
O -3.04754 -0.64188 0.66419
C -4.55966 0.86566 -0.95894
C -5.70872 0.20119 -1.37252
C -6.86098 0.95502 -1.63433
C -6.85462 2.35428 -1.48568
C -5.69772 3.02015 -1.09050
C -4.56636 2.24949 -0.83132
H -5.67232 -0.88090 -1.46892
H -7.76735 0.43914 -1.95249
H -7.77241 2.90804 -1.67632
H -5.63017 4.10237 -0.97318
*
```

Mulliken population analysis, charges in e, atoms 1 to 4:
1 O -0.2184
2 C -0.2337
3 C -0.8546
4 H 0.0275